Computed, not measured: a cluster of 7 separate species, C42H99O22P in total at a distorted geometry, with ωB97M-V/def2-TZVPD.

## Properties
E_LUMO: 0.502 eV
highest occupied orbital energy: -9.11 eV
total energy: -99476.7347 eV
max |F|: 3.73 eV Å⁻¹
gap between HOMO and LUMO: 0.35323 Ha
relative energy (zero: lowest compared OMol25 entry of this formula, charge and spin): 204.0 kcal/mol

CARTESIAN COORDINATES (ANGSTROEM)
C1 -6.13234 2.06261 -8.25482
O1 -5.98897 1.63809 -6.92549
C2 -4.83137 0.83261 -6.68265
C3 -4.71775 0.46327 -5.22891
O2 -5.53912 -0.56669 -4.89241
C4 -5.74472 -0.67512 -3.58813
C5 -6.94249 -1.57399 -3.50809
O3 -8.12444 -0.89411 -3.35337
C6 -9.13495 -1.72694 -2.85432
H1 -5.46230 2.92205 -8.23251
H2 -7.17353 2.37431 -8.33761
H3 -5.69695 1.63286 -9.15696
H4 -4.02427 1.54204 -6.86540
H5 -4.64869 0.01170 -7.37608
H6 -5.17249 1.32105 -4.73340
H7 -3.75053 0.25867 -4.76985
H8 -5.95324 0.20284 -2.97674
H9 -4.87230 -1.21759 -3.22383
H10 -6.82807 -2.40005 -2.80623
H11 -7.17943 -1.88129 -4.52667
H12 -10.01980 -1.09935 -2.96054
H13 -8.91753 -1.94968 -1.80971
H14 -9.27380 -2.52198 -3.58693
C7 7.26366 -9.36825 4.88333
O4 5.90677 -9.42573 4.34206
C8 5.64870 -8.31829 3.49118
C9 6.10519 -8.55770 2.07032
O5 7.47591 -8.81077 2.01455
C10 8.17873 -8.00773 1.03214
C11 7.72012 -6.59457 0.40973
O6 6.52373 -6.76951 -0.33430
C12 6.01452 -5.54294 -0.86534
H15 7.30408 -9.97745 5.78629
H16 7.61478 -8.38698 5.20257
H17 8.08886 -9.65404 4.23104
H18 6.00927 -7.37098 3.89204
H19 4.56748 -8.18046 3.48359
H20 5.72419 -7.75303 1.44147
H21 5.76150 -9.51187 1.67090
H22 8.10737 -8.70599 0.19820
H23 9.23020 -7.82072 1.25016
H24 8.48081 -6.22954 -0.28034
H25 7.64649 -5.92651 1.26786
H26 5.63306 -4.91363 -0.06125
H27 5.31517 -5.70974 -1.68460
H28 6.80403 -5.03331 -1.41766
C13 -8.88711 -6.70443 7.50947
O7 -9.91303 -7.32829 6.81912
C14 -11.12339 -6.64093 6.50834
C15 -11.86572 -7.02390 5.25403
O8 -12.01479 -8.45015 5.13032
C16 -12.68899 -9.14754 6.11718
C17 -12.53529 -10.68313 6.01384
O9 -13.47293 -11.50900 6.68143
C18 -13.32370 -11.54889 8.12616
H29 -9.22282 -6.76234 8.54486
H30 -8.63923 -5.65816 7.33066
H31 -7.94597 -7.22514 7.33281
H32 -10.83122 -5.61056 6.30561
H33 -11.79857 -6.73364 7.35900
H34 -11.39230 -6.65476 4.34424
H35 -12.90537 -6.70637 5.17395
H36 -13.71654 -8.78518 6.08668
H37 -12.26568 -8.88624 7.08704
H38 -11.49065 -10.94363 6.18399
H39 -12.68510 -10.88312 4.95287
H40 -14.24135 -11.79289 8.66140
H41 -12.89972 -10.61106 8.48507
H42 -12.56247 -12.30664 8.31172
C19 -0.98578 -0.69292 6.89121
O10 0.14611 -1.07554 6.10090
C20 -0.10375 -1.15943 4.69357
C21 1.31650 -1.19417 4.02500
O11 1.28096 -1.26849 2.67755
C22 1.47649 -0.04355 2.01271
C23 0.59716 -0.17954 0.76700
O12 0.63782 0.83353 -0.17149
C24 1.87708 1.00554 -0.75474
H43 -1.91452 -0.89365 6.35711
H44 -0.96608 0.38443 7.05566
H45 -1.21030 -1.17804 7.84112
H46 -0.71176 -0.39561 4.20880
H47 -0.60451 -2.11071 4.51358
H48 1.99760 -2.00757 4.27516
H49 1.85258 -0.27351 4.25543
H50 2.48738 0.14706 1.65232
H51 1.06510 0.87479 2.43166
H52 -0.44745 -0.27483 1.06334
H53 0.67372 -1.13990 0.25717
H54 2.64886 1.21961 -0.01539
H55 1.83550 1.83978 -1.45504
H56 2.24842 0.08966 -1.21448
C25 0.80662 -0.14338 -10.27340
O13 1.35475 0.65853 -9.24434
C26 2.33159 1.75656 -9.59874
C27 1.61100 3.12544 -9.94115
O14 0.98298 2.94164 -11.22886
C28 -0.18653 3.61287 -11.52723
C29 -0.69836 3.09417 -12.86526
O15 -0.85261 1.66473 -12.69138
C30 -1.35757 0.94528 -13.74834
H57 0.36165 0.41010 -11.10029
H58 0.03287 -0.77225 -9.83302
H59 1.51578 -0.86068 -10.68651
H60 2.82287 1.49283 -10.53532
H61 3.07033 1.73384 -8.79758
H62 2.31178 3.96004 -9.92010
H63 0.72799 3.35014 -9.34290
H64 -0.01827 4.68974 -11.51574
H65 -0.98673 3.35804 -10.83237
H66 -0.00980 3.14185 -13.70889
H67 -1.63131 3.61011 -13.09223
H68 -2.35750 1.17471 -14.11658
H69 -1.60114 0.03491 -13.20061
H70 -0.75218 0.68688 -14.61715
C31 4.31509 8.87156 -10.71718
O16 5.47780 9.18577 -9.85647
C32 5.92626 10.53766 -9.94894
C33 6.81940 11.01790 -8.69610
O17 6.20619 11.01569 -7.32408
C34 5.49749 9.78171 -7.06544
C35 4.94734 9.84555 -5.57316
O18 3.96342 8.77535 -5.53493
C36 2.97279 8.80110 -4.56314
H71 4.14183 7.79973 -10.81336
H72 4.58796 9.21450 -11.71519
H73 3.45491 9.46264 -10.40285
H74 5.18220 11.31452 -10.12489
H75 6.49805 10.62558 -10.87275
H76 7.17144 12.03871 -8.84481
H77 7.65058 10.31283 -8.68537
H78 6.09314 8.88953 -7.25860
H79 4.60382 9.72715 -7.68711
H80 4.40794 10.75176 -5.29762
H81 5.80322 9.71388 -4.91118
H82 2.47737 7.83032 -4.54761
H83 2.23447 9.58116 -4.74889
H84 3.30894 8.90179 -3.53117
C37 5.54909 6.43442 13.94182
C38 5.95309 6.40069 12.45446
O19 4.92572 5.62838 11.76656
P1 5.10326 4.85702 10.35618
O20 6.36166 5.11546 9.64757
O21 4.80990 3.27037 10.65382
C39 5.73888 2.54093 11.37872
C40 5.31474 2.48755 12.83286
O22 3.89488 5.39239 9.47567
C41 2.59775 4.83123 9.52438
C42 2.17177 4.09631 8.30002
H85 6.39754 6.49212 14.62365
H86 4.73349 7.09000 14.24694
H87 5.30256 5.45462 14.35089
H88 6.22861 7.39814 12.11201
H89 6.85733 5.86963 12.15707
H90 5.96395 1.56256 10.95418
H91 6.69798 3.04532 11.26115
H92 4.43098 3.07021 13.09283
H93 5.15864 1.44656 13.11588
H94 6.19190 2.63546 13.46279
H95 2.51162 4.05314 10.28283
H96 1.93650 5.56335 9.98791
H97 1.91435 4.59074 7.36334
H98 2.97971 3.39727 8.08399
H99 1.28324 3.51675 8.55051

Atoms 1-2, force components in eV/Å:
C 0.8 2.5 0.5
O -0.3 -3.0 0.5